9
Properties=species:S:1:pos:R:3:nbo_charge:R:1 method="wB97M-V/def2-TZVPD" mol_weight_g_mol=167.03 e_tot_ha=-3159.46901 homo_ev="-7.48 / -9.42" de_lowest_kcal_mol=67.6 e_lumo_ha="0.029 / -0.092" spin_multiplicity=3
C -1.466 0.959 0.430 -0.24
C -2.156 0.012 0.172 -0.24
N 1.088 -0.711 -0.431 -0.66
N 1.614 0.508 -0.493 -0.30
S 1.336 -2.180 0.173 0.28
Br 3.232 0.753 0.157 0.25
H -0.923 1.869 0.464 0.25
H -2.804 -0.831 0.154 0.24
H 0.080 -0.380 -0.626 0.42



8
Properties=species:S:1:pos:R:3:nbo_charge:R:1 method="wB97M-V/def2-TZVPD" mol_weight_g_mol=136.96 e_tot_ha=-2781.94857 total_charge=-1 homo_ev=-4.00 de_lowest_kcal_mol=32.7 e_lumo_ha=0.151
C -0.405 0.593 0.536 -0.29
C 0.009 -0.129 -0.733 -0.06
N -0.927 -0.756 -0.140 0.16
O -1.711 -1.697 -0.140 -0.51
Br 3.037 0.448 -0.066 -0.96
H 0.215 0.388 1.433 0.22
H -1.128 1.417 0.442 0.18
H 0.911 -0.265 -1.332 0.27



7
Properties=species:S:1:pos:R:3:nbo_charge:R:1 method="wB97M-V/def2-TZVPD" mol_weight_g_mol=122.95 e_tot_ha=-2727.18405 homo_ev=-10.24 de_lowest_kcal_mol=45.1 e_lumo_ha=0.023 smiles=Br[C@H]1CO1
C -0.164 -0.213 -0.509 -0.13
C 0.816 -0.304 0.556 0.07
O 0.314 -1.437 -0.035 -0.45
Br 2.785 0.045 -0.034 -0.11
H -1.151 0.046 -0.393 0.18
H 0.064 0.184 -1.540 0.19
H 0.747 -0.035 1.717 0.24



7
Properties=species:S:1:pos:R:3:nbo_charge:R:1 method="wB97M-V/def2-TZVPD" mol_weight_g_mol=122.95 e_tot_ha=-2727.02474 homo_ev="-8.34 / -10.68" de_lowest_kcal_mol=145.1 e_lumo_ha="0.000 / -0.013"
C -0.234 -0.592 0.529 -0.19
C -1.371 -0.461 -0.352 0.22
O -0.938 -1.681 -0.130 -0.44
Br -3.176 0.290 -0.174 0.01
H 0.842 -0.312 0.226 0.21
H -0.551 -0.565 1.543 0.19
H -0.337 2.402 -0.593 0.00



8
Properties=species:S:1:pos:R:3:nbo_charge:R:1 method="wB97M-V/def2-TZVPD" mol_weight_g_mol=138.95 e_tot_ha=-2802.35338 homo_ev="-8.17 / -8.49" de_lowest_kcal_mol=100.5 e_lumo_ha="-0.006 / 0.002"
C -0.120 -1.494 -0.338 0.34
C 0.352 0.728 0.662 0.06
O 0.422 -2.536 -0.613 -0.50
O 0.637 1.580 -0.341 -0.70
Br -1.392 0.905 1.372 0.01
H -1.148 -1.215 -0.943 0.10
H 1.045 0.480 1.367 0.18
H 0.205 1.553 -1.167 0.50



8
Properties=species:S:1:pos:R:3:nbo_charge:R:1 method="wB97M-V/def2-TZVPD" mol_weight_g_mol=155.02 e_tot_ha=-3125.39504 homo_ev=-9.30 de_lowest_kcal_mol=25.8 e_lumo_ha=-0.006 smiles="C=C=O.SBr"
C 1.510 0.585 -0.295 0.72
C 1.314 -0.383 -1.161 -0.81
O 1.664 1.494 0.402 -0.45
S -1.628 0.488 1.474 -0.07
Br -2.489 -1.126 0.429 -0.06
H -2.739 0.523 2.170 0.13
H 0.353 -0.909 -1.096 0.26
H 2.015 -0.672 -1.922 0.27



8
Properties=species:S:1:pos:R:3:nbo_charge:R:1 method="wB97M-V/def2-TZVPD" mol_weight_g_mol=155.02 e_tot_ha=-3125.33440 homo_ev="-8.58 / -8.58" de_lowest_kcal_mol=63.9 e_lumo_ha="-0.080 / -0.080"
C 0.630 -0.566 -0.560 0.06
C -0.278 0.405 -0.060 -0.29
O -1.589 0.381 -0.577 -0.72
S 1.267 -1.556 -1.557 0.47
Br 2.289 -0.405 1.931 -0.63
H 0.214 1.409 -0.179 0.28
H -0.192 0.327 1.139 0.31
H -2.341 0.004 -0.137 0.51



11
Properties=species:S:1:pos:R:3:nbo_charge:R:1 method="wB97M-V/def2-TZVPD" mol_weight_g_mol=160.96 e_tot_ha=-1282.93431 homo_ev=-9.87 de_lowest_kcal_mol=0.0 e_lumo_ha=0.017
C -0.254 0.556 -0.124 0.34
C 1.283 0.204 -0.081 0.28
H -0.522 -1.904 0.868 0.47
H -2.115 -0.317 -0.043 0.38
H -1.500 1.950 -0.100 0.33
N -1.093 -0.459 -0.274 -0.32
N -0.493 1.800 -0.074 -0.65
O -0.748 -1.778 -0.084 -0.53
F 1.996 1.325 -0.060 -0.30
Cl 1.645 -0.643 1.453 -0.03
Cl 1.801 -0.735 -1.480 0.02



9
Properties=species:S:1:pos:R:3:nbo_charge:R:1 method="wB97M-V/def2-TZVPD" mol_weight_g_mol=145.04 e_tot_ha=-1387.81830 homo_ev=-9.85 de_lowest_kcal_mol=49.7 e_lumo_ha=0.007
C -1.287 -0.601 1.099 -0.42
C -0.737 -0.788 -0.094 -0.37
F 2.262 -0.342 -1.540 -0.65
Si 1.163 0.658 -0.783 1.55
Cl 0.930 2.056 -2.111 -0.34
Cl 2.012 1.246 0.971 -0.37
H -2.211 -1.166 1.537 0.21
H -0.967 0.091 1.844 0.21
H -1.165 -1.154 -0.923 0.18



8
Properties=species:S:1:pos:R:3:nbo_charge:R:1 method="wB97M-V/def2-TZVPD" mol_weight_g_mol=224.86 e_tot_ha=-1296.02303 homo_ev=-9.53 de_lowest_kcal_mol=0.0 e_lumo_ha=0.009 smiles=ClC(Cl)CI
C -0.550 -1.003 -0.279 -0.51
C 0.878 -0.727 0.943 -0.26
Cl 1.056 1.043 0.823 0.00
Cl 2.324 -1.624 0.417 0.00
I -2.219 0.143 0.483 0.10
H -0.017 -0.525 -1.204 0.24
H -0.903 -1.971 -0.292 0.20
H 0.364 -1.161 1.819 0.23



8
Properties=species:S:1:pos:R:3:nbo_charge:R:1 method="wB97M-V/def2-TZVPD" mol_weight_g_mol=111.96 e_tot_ha=-1053.06804 homo_ev=-9.54 de_lowest_kcal_mol=34.5 e_lumo_ha=0.007 smiles="C/C(Cl)=N/Cl"
C 0.350 0.117 0.259 0.23
C -1.072 0.053 -0.172 -0.67
N 1.174 -0.995 0.055 -0.47
Cl 1.027 1.585 0.848 0.03
Cl 2.832 -0.821 -0.111 0.15
H -1.178 -0.160 -1.154 0.25
H -1.512 -0.772 0.192 0.25
H -1.622 0.994 0.082 0.24



9
Properties=species:S:1:pos:R:3:nbo_charge:R:1 method="wB97M-V/def2-TZVPD" mol_weight_g_mol=125.97 e_tot_ha=-1107.41165 total_charge=+1 homo_ev=-14.05 de_lowest_kcal_mol=71.2 e_lumo_ha=-0.168 smiles=[NH3+]C#CN(Cl)Cl
C 0.344 0.504 -0.684 0.28
C 0.189 -0.365 0.151 -0.03
N 0.168 1.739 -1.654 -0.42
N 0.190 -1.305 1.209 -0.68
Cl -0.329 3.115 -0.752 0.23
Cl -1.107 1.027 -2.625 0.20
H 0.559 -2.097 0.782 0.46
H -0.783 -1.587 1.516 0.48
H 0.770 -1.030 2.057 0.48



10
Properties=species:S:1:pos:R:3:nbo_charge:R:1 method="wB97M-V/def2-TZVPD" mol_weight_g_mol=156.94 e_tot_ha=-1449.17527 homo_ev=-10.17 de_lowest_kcal_mol=75.4 e_lumo_ha=-0.062
C 0.599 0.342 -0.267 0.13
C -0.592 0.185 -1.311 0.09
N 0.110 0.132 0.916 -0.92
N -1.765 -0.035 -0.903 -0.56
P 0.603 -0.960 1.910 0.97
Cl 1.646 -1.232 -0.751 -0.21
Cl 1.617 1.758 -0.513 0.05
H -0.427 0.228 -2.341 0.20
H -1.750 -0.078 0.180 0.34
H -0.040 -0.340 3.079 -0.09



9
Properties=species:S:1:pos:R:3:nbo_charge:R:1 method="wB97M-V/def2-TZVPD" mol_weight_g_mol=127.96 e_tot_ha=-1128.20950 homo_ev="-10.39 / -10.42" de_lowest_kcal_mol=123.9 e_lumo_ha="-0.130 / -0.130"
C -0.824 0.547 -0.625 -0.68
C -0.123 0.190 0.690 0.13
N 0.853 -0.649 0.650 0.21
O 1.606 -1.052 1.521 -0.19
Cl 1.628 -1.949 -1.414 -0.34
Cl -0.449 1.067 2.155 0.09
H -0.288 1.461 -1.096 0.25
H -1.887 0.632 -0.412 0.24
H -0.515 -0.247 -1.469 0.28



10
Properties=species:S:1:pos:R:3:nbo_charge:R:1 method="wB97M-V/def2-TZVPD" mol_weight_g_mol=143.96 e_tot_ha=-1203.44793 homo_ev="-10.37 / -10.37" de_lowest_kcal_mol=127.8 e_lumo_ha="-0.093 / -0.093"
C -0.104 0.084 0.106 -0.71
C -0.999 -0.239 1.259 0.24
N -2.472 0.006 0.971 0.48
O -2.614 0.262 -0.219 -0.37
O -3.288 -0.055 1.818 -0.28
Cl -0.676 -1.348 2.422 0.23
Cl -0.995 2.010 2.407 -0.39
H 0.889 -0.401 0.161 0.25
H -0.615 -0.427 -0.665 0.27
H -0.122 1.113 -0.232 0.29



10
Properties=species:S:1:pos:R:3:nbo_charge:R:1 method="wB97M-V/def2-TZVPD" mol_weight_g_mol=143.96 e_tot_ha=-1203.43359 homo_ev="-10.02 / -10.03" de_lowest_kcal_mol=136.8 e_lumo_ha="-0.058 / -0.058"
C -0.382 -0.053 -0.435 0.77
C -1.825 -0.010 -0.006 -0.72
N 2.800 0.330 0.867 -0.55
O 0.347 0.953 0.009 -0.62
O 0.041 -1.027 -1.069 -0.61
Cl 3.193 -1.356 0.798 0.14
Cl 2.183 0.993 -0.393 0.86
H -2.318 0.839 -0.420 0.23
H -1.746 0.246 1.103 0.25
H -2.294 -0.915 -0.452 0.26



11
Properties=species:S:1:pos:R:3:nbo_charge:R:1 method="wB97M-V/def2-TZVPD" mol_weight_g_mol=192.09 e_tot_ha=-1924.63015 homo_ev="-7.72 / -9.63" de_lowest_kcal_mol=18.9 e_lumo_ha="0.020 / -0.080" spin_multiplicity=3
C -0.816 -0.007 -0.825 -0.34
C 0.541 0.638 -0.533 -0.11
N -0.743 -1.369 -0.252 -0.72
O 0.419 0.945 2.840 -0.78
S -0.725 -1.351 1.434 0.20
S 0.917 -0.114 1.995 0.83
Cl 1.851 -0.084 -1.411 0.01
Cl 0.763 2.321 -0.300 0.07
H -1.517 0.682 -0.377 0.24
H -0.867 -0.072 -1.964 0.22
H 0.177 -1.589 -0.607 0.37



9
Properties=species:S:1:pos:R:3:nbo_charge:R:1 method="wB97M-V/def2-TZVPD" mol_weight_g_mol=144.03 e_tot_ha=-1451.21066 homo_ev=-8.57 de_lowest_kcal_mol=70.9 e_lumo_ha=0.002
C 0.005 -1.187 -0.304 0.05
C -1.627 0.367 0.662 -0.17
N -0.806 -0.555 0.323 -0.33
S 2.466 1.570 -1.195 0.02
Cl 0.002 -2.842 -0.361 0.05
Cl 2.582 0.749 0.626 -0.17
H -1.709 0.600 1.740 0.20
H -2.531 0.694 -0.013 0.20
H 1.619 0.603 -1.478 0.14



9
Properties=species:S:1:pos:R:3:nbo_charge:R:1 method="wB97M-V/def2-TZVPD" mol_weight_g_mol=140.05 e_tot_ha=-1342.60619 homo_ev=-9.39 de_lowest_kcal_mol=85.8 e_lumo_ha=-0.079
C -1.705 -2.074 0.014 -0.13
C 1.267 0.203 0.026 -1.11
N -1.913 -3.194 0.044 -0.58
Si -0.466 0.989 0.023 1.56
Cl -1.034 1.858 1.661 -0.28
Cl -0.917 2.049 -1.590 -0.29
H 1.706 0.857 -0.752 0.26
H 1.681 0.083 0.993 0.27
H 1.382 -0.770 -0.420 0.30



9
Properties=species:S:1:pos:R:3:nbo_charge:R:1 method="wB97M-V/def2-TZVPD" mol_weight_g_mol=144.93 e_tot_ha=-1415.02552 homo_ev=-10.97 de_lowest_kcal_mol=0.0 e_lumo_ha=0.009 smiles="C=CP(=O)(Cl)Cl"
C 0.735 0.270 -1.400 -0.30
C 0.169 -0.548 -0.552 -0.53
O 0.318 1.054 1.865 -1.04
P -0.486 0.079 1.135 1.72
Cl -2.267 0.976 0.724 -0.27
Cl -0.846 -1.536 2.272 -0.23
H 1.545 0.000 -2.071 0.22
H 0.408 1.273 -1.337 0.20
H 0.425 -1.568 -0.635 0.22